Record 1
{"formula": "C42H46N6O2S2Ti", "method": "the ωB97M-V functional and the def2-TZVPD basis", "elements": ["Ti", "C", "C", "C", "C", "C", "N", "C", "C", "C", "N", "C", "C", "C", "C", "C", "C", "C", "C", "N", "C", "C", "C", "N", "C", "C", "C", "C", "O", "C", "O", "H", "H", "H", "H", "H", "H", "H", "H", "H", "H", "H", "H", "H", "H", "H", "H", "H", "H", "H", "H", "H", "H", "H", "H", "H", "H", "H", "H", "S", "C", "N", "C", "C", "N", "C", "C", "C", "C", "C", "C", "C", "C", "S", "C", "C", "C", "C", "C", "C", "C", "H", "H", "H", "H", "H", "H", "H", "H", "H", "H", "H", "H", "H", "H", "H", "H", "H", "H"], "positions_angstrom": [[1.237, 0.351, 1.720], [2.893, 3.625, -3.924], [3.138, 2.913, -2.602], [3.664, 1.615, -2.669], [3.786, 0.804, -1.514], [4.534, -0.405, -1.464], [4.818, -1.178, -2.569], [3.873, -2.097, -3.124], [3.011, -2.779, -2.011], [3.887, -3.307, -0.895], [3.305, -3.024, 0.451], [3.079, -3.924, 1.319], [2.285, -3.746, 2.549], [1.968, -4.835, 3.355], [1.259, -4.737, 4.572], [1.165, -6.003, 5.364], [0.846, -3.461, 4.979], [1.154, -2.316, 4.198], [0.866, -0.928, 4.672], [0.911, 0.135, 3.945], [0.535, 1.402, 4.620], [1.627, 2.408, 4.662], [1.709, 3.212, 3.353], [1.952, 2.353, 2.106], [2.429, 3.044, 1.083], [2.798, 2.637, -0.236], [2.831, 3.493, -1.369], [3.118, 1.237, -0.359], [2.793, 0.288, 0.499], [1.852, -2.486, 2.957], [2.040, -1.494, 2.103], [3.448, 3.150, -4.718], [3.239, 4.693, -3.898], [1.831, 3.645, -4.127], [4.032, 1.283, -3.638], [5.070, -0.563, -0.524], [5.790, -1.508, -2.626], [4.474, -2.865, -3.642], [3.178, -1.638, -3.815], [2.400, -3.561, -2.409], [2.324, -2.031, -1.587], [4.833, -2.780, -0.920], [4.039, -4.379, -0.946], [2.922, -2.117, 0.771], [3.490, -4.909, 1.123], [2.281, -5.843, 3.090], [0.509, -5.899, 6.239], [2.144, -6.306, 5.753], [0.961, -6.870, 4.793], [0.360, -3.459, 5.917], [0.561, -0.875, 5.716], [0.088, 1.163, 5.594], [-0.303, 1.869, 4.072], [2.554, 1.931, 4.941], [1.356, 3.180, 5.401], [2.534, 3.985, 3.388], [0.709, 3.768, 3.212], [2.490, 4.153, 1.270], [2.448, 4.514, -1.333], [-0.067, 1.851, 0.178], [-1.675, 1.311, 0.097], [-2.616, 2.116, -0.336], [-3.993, 1.612, -0.361], [-4.032, 0.206, -0.838], [-3.029, -0.619, -0.149], [-3.189, -2.106, -0.259], [-3.592, -2.445, -1.645], [-2.667, -2.321, -2.654], [-3.003, -2.735, -3.940], [-4.294, -3.239, -4.176], [-5.218, -3.371, -3.122], [-4.870, -2.932, -1.849], [-2.006, -0.119, 0.483], [-0.935, -0.965, 1.521], [-2.245, 3.438, -0.839], [-3.343, 4.203, -1.507], [-4.136, 5.052, -0.752], [-5.225, 5.677, -1.331], [-5.540, 5.403, -2.655], [-4.623, 4.708, -3.451], [-3.557, 4.103, -2.876], [-4.555, 2.243, -1.057], [-4.349, 1.741, 0.650], [-3.816, 0.093, -1.882], [-4.997, -0.305, -0.609], [-3.972, -2.385, 0.470], [-2.225, -2.535, 0.091], [-1.649, -2.073, -2.487], [-2.327, -2.642, -4.750], [-4.530, -3.452, -5.189], [-6.180, -3.719, -3.383], [-5.565, -3.112, -1.059], [-1.387, 3.319, -1.521], [-1.820, 3.929, 0.018], [-3.884, 5.248, 0.280], [-5.851, 6.358, -0.813], [-6.461, 5.737, -3.110], [-4.816, 4.604, -4.519], [-2.887, 3.594, -3.536]], "forces_ev_per_angstrom": [[0.5882, -0.2711, 0.6638], [0.7224, 1.3336, 0.9651], [-0.1376, 0.4219, -0.2264], [-0.0055, -0.0277, 0.7281], [0.2077, 0.0935, -1.6931], [0.0318, 0.5197, 0.3679], [1.8075, 0.3779, -0.0989], [-0.5348, -1.2694, 0.4304], [0.2601, 0.9293, 0.0675], [0.0196, 0.4515, 1.0328], [-0.1503, 0.0237, -0.6449], [-0.8022, -0.9773, 1.3678], [0.7836, -0.7702, -0.3121], [-0.1711, -0.3748, 0.7088], [0.8504, 0.3428, -1.4498], [0.3686, 0.6589, 1.5437], [1.2419, -0.5148, -1.3085], [0.2340, 0.4950, -0.0678], [-0.0901, -1.1275, -1.0178], [-0.1282, 0.3197, 0.2652], [-1.4924, -0.7959, -0.0652], [0.0646, 1.3306, -0.4218], [0.0229, 0.4256, -1.0261], [0.5675, 0.9527, -0.1519], [-0.7228, 1.5324, 1.3950], [-0.0272, -1.7674, 0.7216], [-0.1219, -0.8921, -0.4485], [-0.4312, 0.6871, 0.0600], [-0.2516, 0.6725, 0.5424], [-1.0531, 1.5807, -0.2773], [0.0714, -0.0190, 0.5549], [-0.0763, -0.2105, -0.3188], [-0.3227, -0.8839, 0.0831], [-0.2319, -0.0917, -0.2957], [-0.0127, -0.2197, 0.2999], [-0.0891, -0.2390, -0.2130], [-0.8354, 0.2209, 0.1617], [-0.5034, 0.3082, -0.0566], [-0.0218, 0.1624, -0.3676], [-0.3933, -0.5094, -0.4380], [0.1918, -0.0297, -0.1667], [0.2326, -0.2306, 0.0145], [0.1400, -0.1201, -0.0287], [0.1261, 0.4837, -0.5808], [-0.1993, -0.1847, -0.0010], [0.1492, 0.1849, -0.2344], [0.0233, -0.2537, -0.4166], [0.1338, 0.5828, 0.2421], [-1.0383, -0.6867, -0.8347], [-0.5841, 0.7238, 0.9159], [-0.0281, 0.2098, 0.0780], [0.4476, 0.1093, 0.0586], [0.0990, -0.3902, -0.1276], [0.4783, 0.0943, 0.0618], [0.2864, -0.4487, 0.0433], [-0.9609, -0.8410, 0.1236], [1.4043, -0.8071, 0.1353], [0.1406, -0.9292, -0.2854], [0.2731, -0.1918, 0.2123], [-0.8592, -0.3672, -0.1739], [0.7075, 0.3927, 0.4548], [0.0157, -1.2885, -0.6006], [0.0567, 0.9166, -0.2138], [-0.2110, -1.2555, 0.6318], [0.3843, -0.9663, 0.5838], [-0.0454, 0.6160, 1.3696], [-0.0382, -0.3295, 0.9784], [-0.2640, -0.9981, -1.4319], [-1.6220, -0.0139, 0.8831], [0.7034, 0.6851, 1.1851], [1.4045, 0.9034, -1.0349], [0.0831, -0.8291, -1.3683], [0.7963, 0.7111, -0.0472], [-0.6704, 0.2072, -0.5165], [0.6109, 0.3289, -0.6873], [0.2761, 0.0372, 0.4862], [0.0029, 0.1371, 0.0023], [-0.1987, -0.4805, -0.8250], [0.4897, -0.0341, -0.4464], [-1.8131, 0.4501, -0.3843], [0.7746, -0.3150, 0.2119], [-0.0669, -0.1184, 0.3540], [-0.6070, -0.1272, 0.2484], [-0.1942, 0.2277, -0.7284], [0.4814, 0.6890, -0.3259], [0.3505, -0.0324, -0.2838], [-0.6751, 0.1515, -0.4531], [0.6915, 0.5687, 0.4822], [0.6487, 0.0205, -0.5864], [-0.4948, -0.4882, -0.5789], [-0.9421, -0.4587, 0.1536], [-0.2417, 0.2282, 0.6327], [-0.3475, -0.1727, 0.0738], [0.0541, 0.6949, 0.4243], [-0.0244, -0.0646, 0.1780], [-0.3918, 0.3457, 0.7172], [0.0230, 0.3690, 0.0931], [0.0921, 0.0140, 0.2533], [0.5096, -0.5089, 0.0197]], "lowdin_charge": [0.7716, -0.0430, -0.2591, 0.0490, -0.1408, -0.0906, -0.0532, -0.1818, -0.1398, -0.1152, 0.1128, 0.0464, -0.1007, 0.0363, -0.2346, -0.0436, 0.0553, -0.0879, -0.0429, -0.0453, -0.2190, -0.1804, -0.1719, -0.1134, -0.1469, -0.2017, 0.0163, -0.2965, -0.1945, -0.2734, -0.2490, 0.0695, 0.1003, 0.0743, 0.1245, 0.1332, 0.1460, 0.1346, 0.1108, 0.1051, 0.1139, 0.1092, 0.1292, 0.1173, 0.1518, 0.1329, 0.0937, 0.0967, 0.0688, 0.1161, 0.1386, 0.1234, 0.1249, 0.1212, 0.1338, 0.1331, 0.1439, 0.1537, 0.1302, 0.8965, -0.5767, -0.0638, -0.0666, -0.0679, -0.0622, -0.0904, -0.2739, -0.0418, -0.0440, -0.0396, -0.0345, -0.0313, -0.6057, 0.7895, -0.1336, -0.2466, -0.0338, -0.0524, -0.0487, -0.0673, -0.0557, 0.1395, 0.1484, 0.1367, 0.1658, 0.1485, 0.0908, 0.1104, 0.0980, 0.1004, 0.1007, 0.1147, 0.1151, 0.1137, 0.1202, 0.1048, 0.1130, 0.1199, 0.1163], "homo_ev": [-10.78, -12.31], "largest_force_ha_per_bohr": 0.04268, "gap_ev": [4.83, 6.40], "multiplicity": 3, "s_squared": 2.04, "lumo_energy_ha": [-0.2186, -0.2173], "relative_energy_kcal_mol": 7.50, "charge": 2}

Record 2
{"formula": "C6H9N3O3S", "method": "the ωB97M-V functional and the def2-TZVPD basis", "elements": ["C", "C", "O", "N", "C", "S", "C", "N", "C", "C", "N", "O", "O", "H", "H", "H", "H", "H", "H", "H", "H", "H"], "positions_angstrom": [[1.011, -2.176, -2.843], [0.103, -1.010, -2.627], [-0.320, -0.337, -3.496], [-0.531, -0.959, -1.352], [0.006, -0.305, -0.399], [1.477, 0.589, -0.419], [0.980, 1.544, 1.224], [-0.326, 1.203, 1.572], [-1.333, 2.223, 1.364], [-0.747, -0.084, 1.012], [-0.225, -1.160, 1.956], [-0.108, -2.246, 1.474], [0.007, -0.800, 3.085], [0.919, -2.992, -2.149], [0.924, -2.599, -3.847], [2.081, -1.816, -2.689], [0.968, 2.601, 1.292], [1.758, 1.109, 1.969], [-0.932, 3.358, 1.571], [-1.665, 2.232, 0.252], [-2.251, 1.919, 1.992], [-1.796, -0.294, 1.058]], "forces_ev_per_angstrom": [[2.3309, 0.2258, -0.0700], [-1.0437, -2.1685, 1.2063], [-0.2025, 1.6759, -1.6493], [0.9406, 0.7019, 1.3063], [-2.1880, -0.0871, 0.4661], [0.1387, 1.4209, 0.7810], [2.1325, -2.3710, 1.2439], [-1.7786, -1.4346, -0.9062], [-1.3676, 1.8641, -1.0003], [2.4321, 0.7173, -0.1203], [0.2463, 1.2303, 0.1840], [0.1701, -1.3135, 0.0557], [0.1062, -0.7754, 0.2508], [-0.4601, -0.1089, 0.5674], [-0.0231, 0.4540, 0.0299], [-1.1255, -0.3513, -0.3880], [0.9893, 1.0375, -0.8579], [-1.3040, 0.7943, -1.1700], [-1.0521, -3.0909, -0.0770], [0.3195, 0.1761, 1.5778], [1.4262, 1.0059, -0.8552], [-0.6873, 0.3971, -0.5751]], "lowdin_charge": [-0.0071, -0.5879, 0.1197, 0.1403, -0.5695, 0.9738, -0.3531, -0.2614, -0.0827, -0.1576, -0.3794, 0.1057, 0.0971, 0.0723, 0.0875, 0.1068, 0.0672, 0.1109, 0.1400, 0.1084, 0.1108, 0.1582], "homo_ev": -9.42, "largest_force_ha_per_bohr": 0.06657, "gap_ev": 9.55, "multiplicity": 1, "smiles": "CC(=O)/N=C1\\SCN(C)[C@@H]1[N+](=O)[O-]", "lumo_energy_ha": 0.0049, "relative_energy_kcal_mol": 79.63, "charge": 0}

Record 3
{"formula": "C5H6O", "method": "the ωB97M-V functional and the def2-TZVPD basis", "elements": ["C", "C", "C", "C", "C", "O", "H", "H", "H", "H", "H", "H"], "positions_angstrom": [[-0.921, 1.431, 0.078], [0.059, 1.469, 0.865], [0.885, 0.271, 1.045], [-0.318, -0.192, 0.234], [0.032, -0.947, -1.132], [0.305, -2.106, -0.623], [-1.757, 1.804, -0.491], [0.998, -0.099, 2.063], [1.819, 0.287, 0.487], [-1.054, -0.708, 0.852], [0.844, -0.341, -1.616], [-0.867, -0.856, -1.795]], "forces_ev_per_angstrom": [[0.1694, 0.1042, 0.1335], [-0.4538, 0.0244, -0.4034], [0.2193, 0.0213, 0.1254], [-0.1723, -0.0202, 0.1819], [-0.0656, 0.5302, -0.1730], [0.0397, -0.3455, -0.0927], [0.2244, -0.0906, 0.1497], [-0.0755, -0.0024, -0.1947], [-0.1221, -0.0281, 0.0370], [0.1519, 0.0409, -0.0458], [-0.0514, -0.1700, 0.1260], [0.1360, -0.0642, 0.1561]], "lowdin_charge": [0.1329, 0.0271, -0.0661, -0.1852, -0.4599, -0.1799, 0.1133, 0.1263, 0.1325, 0.1441, 0.1106, 0.1043], "homo_ev": [-7.86, -7.86], "largest_force_ha_per_bohr": 0.01182, "gap_ev": [7.07, 7.08], "multiplicity": 1, "lumo_energy_ha": [-0.0289, -0.0288], "relative_energy_kcal_mol": 142.13, "charge": 0}